No. 1
Here is C30H31N9O2PtS3 as an isolated structure from OMol25. Energies are from the ωB97M-V functional and the def2-TZVPD basis.

Its net charge is +2. The calculation puts the LUMO energy (spin up / spin down) at -0.2798 / -0.3258 hartree. As for the frontier orbital gap (spin up / spin down): 5.66 / 3.63 eV.

```
76
Properties=species:S:1:pos:R:3:forces:R:3
Pt 1.054 1.235 0.003 1.329 0.377 0.582
C -3.083 3.538 -2.694 -0.043 -0.075 -0.007
C -2.111 4.011 -1.686 0.107 -0.060 -0.015
N -2.174 5.091 -0.983 -0.360 0.240 -0.208
N -1.071 5.089 -0.199 0.322 -0.172 0.070
C -0.299 4.025 -0.394 -0.210 -0.028 -0.106
S 1.200 3.652 0.308 0.205 -1.146 -0.447
N -0.958 3.318 -1.344 -0.150 0.282 0.187
N -0.533 2.068 -1.779 0.078 -0.206 0.143
H -3.818 4.319 -2.869 -0.007 -0.003 0.013
H -3.603 2.643 -2.344 -0.027 0.024 0.006
H -2.586 3.300 -3.635 -0.001 0.040 -0.016
H -0.922 5.842 0.458 0.037 -0.034 -0.003
H -1.347 1.484 -1.952 0.012 -0.083 0.073
H 0.010 2.150 -2.636 -0.072 0.130 -0.079
C -2.658 -2.783 -4.435 0.067 0.083 0.017
C -1.496 -1.813 -4.717 -0.027 -0.095 -0.061
C -2.018 -0.378 -4.606 0.083 -0.093 -0.002
C -0.962 -2.041 -6.141 -0.053 0.066 0.078
C -0.370 -2.090 -3.730 0.019 -0.020 0.000
C 0.144 -3.399 -3.619 0.105 0.027 0.040
C 1.174 -3.721 -2.763 -0.007 -0.076 -0.084
C 1.708 -2.715 -1.965 -0.073 0.351 0.056
S 2.981 -2.790 -0.786 -0.053 0.323 0.072
C 2.747 -1.114 -0.443 0.053 -0.735 -0.209
N 1.813 -0.539 -1.165 0.013 1.023 0.660
C 1.204 -1.413 -2.039 -0.097 -0.503 -0.267
C 0.181 -1.105 -2.934 0.076 0.125 0.094
C 3.437 -0.365 0.580 0.160 0.128 0.109
C 4.539 -0.841 1.288 -0.028 0.115 -0.202
C 5.148 -0.032 2.231 0.055 0.046 0.157
C 4.664 1.248 2.475 0.066 -0.156 -0.168
C 3.548 1.724 1.792 -0.052 0.410 -0.027
C 2.951 0.917 0.856 -1.565 -0.050 -0.054
H -3.537 -2.499 -5.014 0.005 -0.009 -0.026
H -2.926 -2.772 -3.376 -0.064 0.021 -0.006
H -2.404 -3.806 -4.705 0.006 -0.023 0.009
H -2.832 -0.233 -5.316 -0.011 0.022 0.006
H -1.238 0.349 -4.846 -0.023 0.027 0.009
H -2.411 -0.181 -3.602 -0.033 0.034 0.007
H -1.760 -1.896 -6.871 0.001 0.008 -0.010
H -0.578 -3.054 -6.261 -0.010 -0.017 -0.019
H -0.152 -1.345 -6.367 -0.007 0.005 -0.029
H -0.268 -4.185 -4.236 -0.029 -0.008 -0.021
H 1.554 -4.733 -2.718 0.003 0.002 0.008
H -0.156 -0.080 -2.978 -0.059 -0.067 -0.108
H 4.921 -1.833 1.083 0.034 -0.012 0.021
H 6.006 -0.395 2.779 0.003 -0.014 -0.017
H 5.145 1.880 3.209 0.026 0.030 -0.014
H 3.166 2.712 2.015 0.016 -0.136 0.051
N 0.931 -1.605 7.586 -0.142 0.239 -0.325
C 0.693 -0.770 6.554 0.097 -0.161 0.203
C 1.750 -0.355 5.713 0.135 0.147 -0.183
C 1.514 0.532 4.693 0.271 -0.291 0.225
C 0.221 1.012 4.492 -0.176 0.503 -0.768
C -0.845 0.588 5.280 -0.230 -0.189 0.194
C -0.615 -0.299 6.302 -0.171 0.170 -0.081
S -0.046 2.112 3.158 0.004 0.170 0.245
O -1.350 2.693 3.181 -0.074 -0.115 0.152
O 1.099 2.954 2.986 -0.035 -0.285 0.436
N 0.027 1.057 1.839 1.477 0.371 -0.503
C -0.879 0.079 1.572 -1.093 -1.065 -0.434
N -1.768 -0.354 2.451 0.052 0.555 0.383
C -2.614 -1.290 2.050 0.036 -0.192 -0.128
C -2.575 -1.846 0.774 0.046 0.141 0.091
C -1.594 -1.359 -0.067 -0.241 -0.172 0.030
N -0.754 -0.405 0.324 0.172 0.266 0.044
H 1.865 -1.887 7.819 0.073 -0.047 0.025
H 0.196 -1.845 8.227 -0.026 -0.052 0.069
H 2.749 -0.731 5.897 0.017 0.045 -0.002
H 2.318 0.879 4.056 0.024 -0.061 0.038
H -1.832 0.980 5.078 -0.042 -0.080 0.036
H -1.427 -0.633 6.934 -0.016 0.059 0.016
H -3.346 -1.607 2.785 -0.001 -0.045 -0.040
H -3.269 -2.609 0.459 0.010 -0.030 0.014
H -1.467 -1.737 -1.075 0.014 0.005 -0.001
```
Forces are in eV/Å.


No. 2
Here is C30H32BaN11O8PS5 as an isolated structure from OMol25. Energies are from the ωB97M-V functional and the def2-TZVPD basis.

Its net charge is -2. The calculation puts the LUMO energy at 0.1408 hartree. As for the frontier orbital gap: 5.44 eV.

```
88
Properties=species:S:1:pos:R:3:forces:R:3
Ba 0.932 -0.154 0.840 -5.561 2.691 4.093
C -3.975 -1.488 -4.084 0.030 0.167 -0.178
N -3.820 -1.420 -2.654 0.116 -0.153 0.030
C -4.763 -1.030 -1.740 -0.060 -0.015 0.009
C -4.155 -1.107 -0.518 -0.065 -0.002 -0.058
N -2.868 -1.523 -0.664 0.275 0.051 0.002
C -2.674 -1.681 -1.950 -0.300 -0.147 -0.088
P -1.157 -2.220 -2.808 -0.068 -0.144 0.578
C -0.143 -2.718 -1.360 -0.173 -0.038 -0.115
N -0.121 -2.229 -0.132 -0.818 -1.363 -1.368
C 0.537 -3.136 0.632 -0.254 -0.404 -0.069
C 0.936 -4.192 -0.137 -0.181 -0.099 0.013
N 0.481 -3.940 -1.397 -0.204 0.010 0.154
C 0.849 -4.701 -2.564 0.191 -0.038 -0.075
C -0.702 -0.581 -3.456 -0.096 0.066 -0.082
N -1.534 0.447 -3.449 0.157 -0.002 0.282
C -0.953 1.396 -4.238 -0.044 0.005 -0.096
C 0.219 0.924 -4.752 -0.037 0.203 -0.110
N 0.354 -0.348 -4.283 0.000 0.127 0.231
C 1.463 -1.236 -4.534 0.131 -0.245 0.108
H -5.031 -1.586 -4.334 0.001 -0.028 0.041
H -3.435 -2.354 -4.469 -0.049 -0.014 0.008
H -3.567 -0.593 -4.557 -0.049 -0.006 0.028
H -5.754 -0.742 -2.046 0.000 0.014 0.011
H -4.548 -0.880 0.459 -0.062 0.010 -0.013
H 0.656 -2.970 1.689 0.110 -0.056 0.096
H 1.521 -5.065 0.092 0.017 0.003 -0.007
H 0.778 -5.766 -2.343 -0.009 0.015 -0.004
H 1.874 -4.454 -2.849 -0.008 0.000 0.011
H 0.177 -4.458 -3.384 -0.005 -0.042 0.026
H -1.417 2.357 -4.393 0.040 0.039 -0.005
H 0.968 1.392 -5.364 0.081 -0.025 -0.011
H 2.171 -0.742 -5.196 -0.040 0.001 0.013
H 1.105 -2.155 -5.010 0.028 0.058 0.000
H 1.961 -1.486 -3.600 0.085 -0.020 0.143
O 4.275 -3.088 0.131 0.096 0.300 0.223
S 3.445 -1.991 -0.341 2.098 -1.830 -0.815
O 2.719 -2.377 -1.535 -0.307 0.224 -0.023
O 2.706 -1.352 0.740 3.966 -2.509 -0.247
C 4.579 -0.734 -0.935 -0.249 0.009 0.132
C 5.897 -1.106 -1.165 -0.040 -0.052 0.049
C 6.800 -0.186 -1.668 -0.015 0.076 0.001
C 6.391 1.118 -1.924 0.060 -0.074 0.036
C 5.072 1.483 -1.716 -0.065 0.062 0.000
C 4.157 0.556 -1.234 -0.234 -0.219 0.018
S 2.445 1.099 -1.103 1.523 2.640 -2.543
O 2.276 1.633 0.241 1.712 1.913 -0.672
O 1.572 -0.033 -1.343 0.873 0.210 -3.395
O 2.343 2.119 -2.130 0.020 -0.117 0.020
H 6.175 -2.126 -0.939 0.054 0.019 0.018
H 7.824 -0.483 -1.859 0.017 0.010 0.034
H 7.104 1.848 -2.288 -0.024 0.016 -0.038
H 4.717 2.480 -1.940 0.033 0.005 -0.019
O -2.006 -1.745 3.573 -0.019 0.039 -0.085
C -0.928 -1.140 3.518 -0.169 0.053 0.446
O -0.390 -0.665 2.466 -2.907 -1.616 3.359
C -0.178 -0.921 4.830 0.066 -0.030 -0.049
C -0.522 -1.765 5.885 0.001 -0.058 -0.006
C 0.082 -1.676 7.126 -0.050 -0.094 0.055
C 1.034 -0.683 7.338 0.004 0.059 -0.023
C 1.376 0.173 6.310 -0.013 -0.133 0.138
C 0.809 0.069 5.026 -0.046 0.185 -0.252
S 1.357 1.224 3.819 0.226 0.339 0.315
H -1.292 -2.502 5.693 0.006 0.003 -0.011
H -0.184 -2.369 7.917 -0.032 0.027 0.021
H 1.499 -0.570 8.313 0.035 -0.013 -0.006
H 2.105 0.957 6.469 0.021 0.003 -0.009
N -2.069 3.653 -1.211 -0.120 -0.247 0.129
N -1.315 3.954 -0.030 0.077 0.222 -0.085
C -1.957 3.466 1.136 -0.536 -0.542 -0.339
N -3.478 5.379 0.807 -0.066 0.161 0.179
S -2.242 1.601 1.118 0.271 0.542 0.325
H -2.249 2.646 -1.259 0.081 0.000 -0.111
H -1.470 3.884 -1.993 0.028 0.038 -0.042
H -0.375 3.568 -0.063 -0.002 -0.032 0.035
H -2.704 5.975 1.099 0.023 -0.011 0.030
H -3.413 5.283 -0.202 0.057 -0.015 -0.026
S -0.289 5.116 2.615 0.289 -0.032 -0.072
C -1.128 3.713 2.397 -0.004 0.588 0.191
N -1.347 2.775 3.317 0.810 -0.585 0.033
C -2.427 1.888 2.944 -0.250 -0.289 -0.348
C -3.721 2.629 3.157 -0.033 -0.180 0.111
C -4.020 3.693 2.401 -0.191 -0.033 0.007
N -3.262 4.098 1.331 0.140 0.026 -0.259
H -0.473 2.357 3.778 -0.426 0.250 -0.108
H -2.380 0.932 3.454 0.060 0.004 0.076
H -4.395 2.294 3.932 -0.031 0.074 0.013
H -4.909 4.290 2.550 0.001 -0.004 -0.011
```
Forces are in eV/Å.


No. 3
Here is C30H32ClCrN3SSi2 as an isolated structure from OMol25. Energies are from the ωB97M-V functional and the def2-TZVPD basis.

The expectation value of S² is 6.044. Its net charge is 0. As for the spin multiplicity: 5. The calculation puts the LUMO energy (spin up / spin down) at -0.0067 / -0.0199 hartree. As for the frontier orbital gap (spin up / spin down): 4.84 / 6.08 eV.

```
70
Properties=species:S:1:pos:R:3:forces:R:3
C 0.672 2.317 0.346 -0.987 1.263 -0.123
C 0.454 2.693 -1.027 0.550 0.042 0.769
C -0.937 2.991 -1.176 -0.089 -0.245 0.800
H 1.253 2.833 -1.759 -0.465 -0.089 0.214
C -1.579 2.758 0.106 -0.264 0.213 -0.691
C -0.583 2.327 1.022 0.836 0.709 -0.235
H -0.747 2.122 2.079 0.071 -0.125 -0.432
H 1.635 2.200 0.844 -0.265 -0.356 -0.350
H -1.378 3.425 -2.069 0.038 -0.230 0.318
H -2.635 2.905 0.337 0.597 -0.011 -0.015
Cr -0.775 0.900 -0.668 1.253 -0.929 0.614
Si -3.059 3.327 -4.188 -0.882 2.395 -3.250
C -2.562 3.217 -6.041 0.019 0.290 0.221
C -3.395 2.460 -6.874 -0.085 -0.214 -0.414
H -4.277 1.957 -6.460 0.268 0.253 -0.133
C -3.127 2.303 -8.236 0.048 0.036 0.296
H -3.799 1.706 -8.852 0.133 0.102 0.109
C -1.992 2.888 -8.792 0.061 0.158 0.129
H -1.760 2.740 -9.851 -0.051 0.083 0.368
C -1.157 3.663 -7.982 -0.237 -0.114 0.052
H -0.259 4.099 -8.415 -0.164 0.042 0.129
C -1.454 3.850 -6.626 0.074 -0.303 -0.235
H -0.788 4.462 -6.012 -0.173 -0.171 -0.173
C -4.901 3.646 -4.508 -0.581 0.112 0.367
C -5.303 4.674 -5.393 -0.325 -0.327 0.083
H -4.573 5.396 -5.769 -0.189 -0.286 0.089
C -6.627 4.743 -5.843 0.304 0.040 0.180
H -6.914 5.507 -6.563 0.080 -0.090 0.136
C -7.583 3.834 -5.386 0.170 -0.103 0.154
H -8.608 3.876 -5.753 0.216 0.051 0.081
C -7.212 2.863 -4.462 0.028 0.041 -0.082
H -7.940 2.150 -4.077 0.086 0.154 -0.131
C -5.885 2.768 -4.038 -0.100 0.063 -0.232
H -5.610 1.956 -3.366 -0.230 0.262 -0.197
H -2.441 4.560 -3.628 0.056 0.090 0.117
Si -2.926 -0.467 -4.972 0.401 2.012 0.783
C -3.632 0.132 -3.310 0.137 -0.181 -0.091
C -3.343 1.428 -2.800 1.135 -1.862 0.572
H -2.407 1.956 -3.221 -1.331 -1.547 1.355
C -3.964 1.851 -1.620 -0.085 0.348 0.226
H -3.926 2.909 -1.340 0.278 -0.393 0.119
C -4.684 0.950 -0.838 -0.156 0.308 -0.374
H -5.099 1.274 0.120 0.081 -0.066 -0.347
C -4.886 -0.357 -1.282 -0.073 -0.137 0.070
H -5.443 -1.050 -0.651 0.171 0.110 -0.184
C -4.408 -0.757 -2.529 0.256 0.826 -0.490
H -4.582 -1.770 -2.898 -0.001 0.281 0.151
C -1.270 0.287 -5.468 0.795 -0.071 -0.321
C -0.473 1.178 -4.710 -0.334 -0.096 -0.867
H -0.702 1.363 -3.670 -0.112 0.201 -0.088
C 0.632 1.815 -5.272 -0.082 -0.358 0.300
H 1.085 2.640 -4.727 0.223 -0.240 0.036
C 1.124 1.415 -6.506 -0.694 -0.302 -0.204
H 2.006 1.880 -6.928 -0.022 -0.032 -0.017
C 0.419 0.440 -7.226 0.263 0.096 -0.106
H 0.798 0.122 -8.199 -0.118 0.056 0.234
C -0.779 -0.087 -6.747 0.028 0.596 0.848
H -1.349 -0.793 -7.343 0.095 0.088 -0.080
H -2.769 -1.853 -4.915 -0.016 -1.928 -0.031
Cl -0.766 -0.784 -2.337 0.065 0.002 0.142
N 1.044 -0.345 -0.039 0.895 -1.062 0.180
N 0.700 -1.654 0.434 1.142 0.327 -0.396
C -0.520 -1.883 0.904 -0.947 0.029 0.289
N -0.731 -3.130 1.416 0.810 -0.152 -0.453
S -1.714 -0.670 0.894 -0.164 -0.819 0.285
H 1.710 0.055 0.637 -0.646 -0.097 -0.105
H 1.602 -0.462 -0.892 -0.619 -0.113 -0.058
H 1.441 -2.354 0.512 -0.472 0.418 -0.083
H -1.648 -3.381 1.725 -0.328 0.205 -0.069
H -0.149 -3.919 1.113 -0.375 0.747 0.243
```
Forces are in eV/Å.


No. 4
Here is C30H32N7O3PdS as an isolated structure from OMol25. Energies are from the ωB97M-V functional and the def2-TZVPD basis.

Its net charge is +1. The calculation puts the LUMO energy at -0.1008 hartree. As for the frontier orbital gap: 7.43 eV.

```
74
Properties=species:S:1:pos:R:3:forces:R:3
Pd 0.018 -0.165 -0.091 0.113 0.487 -0.550
O 4.209 -0.839 -1.270 0.029 0.224 0.013
S 3.126 -1.070 -0.368 -0.168 -0.389 -0.510
O 2.286 -2.242 -0.738 0.944 0.080 -0.446
N 2.060 0.084 -0.237 0.133 0.182 0.291
C 2.486 1.401 -0.002 -0.067 -0.354 -0.039
C 3.751 1.826 0.312 0.165 0.134 0.011
C 4.022 3.205 0.468 -0.010 -0.132 0.003
C 3.052 4.145 0.288 -0.069 0.025 -0.033
C 1.740 3.731 -0.046 0.038 0.087 0.029
C 0.683 4.629 -0.301 0.074 0.098 0.003
C -0.544 4.149 -0.650 -0.067 -0.078 -0.048
C -0.746 2.759 -0.688 0.127 0.029 -0.156
N 0.202 1.887 -0.419 -0.052 0.148 0.280
C 1.461 2.358 -0.149 -0.134 0.127 0.002
C 3.822 -1.363 1.221 0.148 0.082 0.120
C 3.127 -0.998 2.369 0.097 -0.049 -0.003
C 3.721 -1.219 3.603 -0.016 0.008 0.015
C 4.987 -1.781 3.678 0.000 0.000 0.034
C 5.675 -2.129 2.523 -0.007 -0.002 -0.031
C 5.097 -1.917 1.281 -0.072 -0.031 0.071
H 4.562 1.119 0.412 0.007 0.033 -0.005
H 5.030 3.509 0.718 0.005 -0.008 -0.009
H 3.269 5.201 0.377 -0.012 -0.002 0.008
H 0.867 5.695 -0.241 -0.002 -0.007 0.007
H -1.364 4.809 -0.893 -0.010 -0.014 0.010
H -1.711 2.365 -0.958 -0.102 -0.045 -0.009
H 2.143 -0.550 2.297 -0.006 0.064 -0.001
H 3.192 -0.943 4.507 0.002 0.003 0.000
H 5.447 -1.945 4.644 -0.004 0.001 -0.003
H 6.665 -2.558 2.588 -0.006 -0.005 -0.001
H 5.621 -2.166 0.369 0.002 0.020 -0.007
N -2.204 -2.213 -1.086 0.312 -0.072 -0.529
C -2.730 -1.059 -0.624 -0.357 0.144 0.357
C -4.103 -0.801 -0.835 0.116 -0.173 -0.025
C -4.678 0.290 -0.255 -0.110 0.151 0.111
C -3.906 1.130 0.562 -0.088 -0.072 -0.048
C -2.578 0.848 0.686 -0.029 -0.253 0.227
N -1.980 -0.203 0.073 -0.290 0.418 -0.174
C -0.999 -2.846 -0.744 -0.154 0.388 0.269
C -0.876 -4.163 -1.065 0.306 -0.371 0.089
C 0.211 -4.870 -0.501 -0.291 -0.180 -0.308
C 1.124 -4.234 0.261 0.297 0.393 0.070
C 1.058 -2.802 0.378 -1.774 -0.804 1.196
N -0.103 -2.160 0.002 0.479 -0.621 -0.212
H -2.849 -2.815 -1.570 0.015 0.034 -0.044
H -4.685 -1.493 -1.429 0.013 0.009 -0.013
H -5.733 0.482 -0.399 0.013 0.018 -0.011
H -4.336 1.977 1.077 -0.001 -0.013 0.005
H -1.927 1.435 1.313 0.085 0.048 0.015
H -1.639 -4.662 -1.644 -0.017 -0.032 0.040
H 0.274 -5.942 -0.642 -0.003 0.016 -0.029
H 1.958 -4.745 0.721 -0.052 -0.021 0.038
H 1.445 -2.393 1.302 0.439 0.196 -0.269
C -1.082 -0.931 5.890 -0.108 0.133 -0.060
N -0.790 -0.867 4.465 0.150 -0.071 0.042
C -1.466 -1.831 3.594 0.036 -0.013 0.053
C -0.022 0.044 3.795 -0.022 0.031 -0.018
O -0.013 -0.024 2.553 -0.004 0.164 0.202
N 0.711 1.027 4.414 -0.122 -0.012 0.040
C 1.119 1.183 5.802 0.021 -0.031 -0.051
C 1.306 2.055 3.572 0.014 0.001 -0.003
H -1.878 -1.656 6.032 -0.040 0.050 0.014
H -1.440 0.025 6.277 0.073 0.016 0.000
H -0.236 -1.272 6.484 0.048 -0.041 0.013
H -2.015 -2.528 4.221 0.008 -0.023 -0.027
H -0.754 -2.385 2.985 0.021 -0.007 -0.005
H -2.160 -1.334 2.916 -0.016 0.008 0.008
H 0.756 0.404 6.450 -0.032 -0.101 0.012
H 0.773 2.145 6.188 -0.020 -0.007 0.007
H 2.212 1.181 5.856 0.002 0.008 -0.002
H 0.929 1.975 2.560 -0.003 -0.003 -0.010
H 2.397 1.960 3.553 -0.005 -0.013 -0.024
H 1.059 3.039 3.979 0.012 -0.006 0.007
```
Forces are in eV/Å.